ORCA calculation (ωB97M-V with the def2-TZVPD basis set) on a cluster of 2 separate species, C3H9N3O in total.

Each line ends with the natural charge from an NBO analysis.
Cartesian coordinates (Å):
C -1.2035 -1.2785 0.1924  -0.228
C 1.5592 -0.4949 -0.5911  -0.426
N 0.3167 0.1317 -0.1363  -0.257
N -0.4563 0.6861 -1.2221  -0.198
C 0.4289 0.9222 1.0669  0.233
O -1.7671 0.5979 -0.7528  -0.648
N -0.4281 1.7315 1.5046  -0.602
H -0.2260 1.6892 -1.2453  0.328
H -1.2569 1.7324 0.8936  0.382
H 1.3557 0.7370 1.6131  0.167
H -0.3948 -1.8378 0.6490  0.162
H -1.9655 -0.9577 0.8830  0.216
H -1.5589 -1.6819 -0.7423  0.220
H 1.9726 -1.0985 0.2182  0.209
H 2.3000 0.2514 -0.8898  0.210
H 1.3242 -1.1299 -1.4410  0.233

The value obtained for the molar mass is 103.1 g mol⁻¹. The total energy is -358.977178 hartree. For the energy above the lowest of the compared OMol25 structures with the same formula, charge and spin, the calculation gives 167.7 kcal per mole.


ORCA calculation (ωB97M-V with the def2-TZVPD basis set) on a cluster of 3 separate species, C2H10NO3 in total at a distorted geometry.

Each line ends with the natural charge from an NBO analysis.
Cartesian coordinates (Å):
C -0.1721 -1.0321 -0.3204  -0.049
O 1.0139 -0.4603 -0.2258  -0.867
C -1.4413 -0.0109 0.0668  -0.234
N -0.9521 1.0928 0.8992  -0.878
H -0.2671 -1.5109 -1.2996  0.112
H -0.1517 -1.8538 0.3159  0.118
H -1.8985 0.3872 -0.9499  0.152
H -2.1639 -0.5837 0.4687  0.151
H -0.1427 0.7875 1.4616  0.392
H -0.5467 1.7945 0.3614  0.356
H 1.7680 -0.6826 2.5666  0.439
H 1.2838 -0.1698 1.0615  0.488
O 1.5745 0.0639 2.0795  -1.070
H 0.2300 0.6441 -2.8053  0.435
H 1.0780 0.4055 -1.4553  0.505
O 0.7880 1.1284 -2.2249  -1.050

The value obtained for the molar mass is 96.1 g mol⁻¹. The total energy is -362.666568 hartree. For the energy above the lowest of the compared OMol25 structures with the same formula, charge and spin, the calculation gives 25.6 kcal per mole. As for the total charge: -1.


ORCA calculation (ωB97M-V with the def2-TZVPD basis set) on an isolated molecule of C3H2N2O at a distorted geometry.

Each line ends with the natural charge from an NBO analysis.
Cartesian coordinates (Å):
O -2.3427 -0.0750 0.1101  -0.430
C -1.1589 -0.0986 -0.1213  0.622
C -0.0693 1.0085 -0.0865  0.016
N 1.1940 0.6854 0.0352  -0.382
C 0.9454 -0.8321 0.0305  0.264
N -0.2157 -1.2815 -0.1531  -0.513
H -0.3366 2.0415 -0.1524  0.203
H 1.9837 -1.4481 0.3375  0.219

The value obtained for the molar mass is 82.1 g mol⁻¹. The total energy is -300.189865 hartree. As for the SMILES: O=C1C=NC=N1. For the energy above the lowest of the compared OMol25 structures with the same formula, charge and spin, the calculation gives 26.1 kcal per mole.


ORCA calculation (ωB97M-V with the def2-TZVPD basis set) on a cluster of 9 separate species, C16H45BF4NO7 in total at a distorted geometry.

Each line ends with the Löwdin charge.
Cartesian coordinates (Å):
B -36.8176 33.6732 97.8171  -1.175
F -36.5722 35.0467 97.5888  0.107
F -36.2842 33.3623 99.1000  0.091
F -38.2202 33.3872 97.9242  0.097
F -36.2433 32.8740 96.8493  0.150
C -39.5718 31.3071 99.8996  -0.046
C -40.9195 30.6688 100.4524  -0.239
N -41.9120 30.3391 100.9222  0.073
H -39.4726 32.2120 99.3158  0.046
H -38.9682 31.6541 100.7830  0.063
H -38.9595 30.4152 99.5640  0.082
C -32.4263 34.6134 95.6353  -0.083
C -33.7259 34.2013 94.9946  -0.330
O -33.5233 33.1251 94.1152  -0.130
H -32.3292 33.9463 96.5500  0.082
H -32.5394 35.5717 96.2501  0.084
H -31.6395 34.5812 94.9544  0.043
H -34.0301 34.8813 94.1279  0.141
H -34.4348 33.7947 95.6699  0.073
H -33.6775 32.2314 94.4894  0.062
C -32.5850 37.1687 99.6118  -0.116
C -33.7550 36.3589 99.6299  -0.419
O -34.8715 36.8699 98.9636  -0.088
H -32.0312 37.3417 98.7622  0.029
H -32.0596 36.8284 100.5527  0.094
H -32.7570 38.3510 99.9030  0.135
H -34.1334 36.1295 100.6365  0.094
H -33.5649 35.2874 99.3638  0.132
H -35.2754 36.2320 98.2822  0.097
C -32.2611 29.7234 96.4712  -0.074
C -33.5724 30.3760 97.0397  -0.288
O -34.0130 31.3620 96.1228  -0.076
H -31.5842 30.6147 96.3761  0.079
H -32.3993 29.0772 95.4837  0.112
H -31.8847 29.1495 97.3222  0.053
H -33.3331 30.6110 97.9314  0.030
H -34.4366 29.6316 97.1500  0.142
H -34.7754 31.7101 96.5446  0.037
C -39.4933 30.5975 94.1252  -0.056
C -39.0119 31.4082 95.2955  -0.395
O -38.0398 30.8865 96.0475  -0.029
H -39.8512 29.5375 94.4014  0.109
H -38.6167 30.3619 93.4442  0.105
H -40.1426 31.0475 93.6881  -0.050
H -39.8333 31.8265 95.9543  0.128
H -38.8743 32.4265 95.0164  0.085
H -37.2364 31.3342 96.2987  0.063
C -35.4193 34.3037 102.9393  -0.027
C -36.6375 34.9400 102.0984  -0.261
O -37.4309 33.9696 101.4656  -0.094
H -34.9283 33.4863 102.4599  0.058
H -35.9275 33.7934 103.7096  0.049
H -34.7180 34.8778 103.2897  -0.004
H -36.2207 35.4119 101.2027  0.082
H -37.1709 35.8305 102.3939  0.105
H -37.1848 33.9006 100.5381  0.039
C -35.6164 28.7431 100.9476  -0.069
C -35.7486 30.2275 100.7890  -0.321
O -36.0812 30.5960 99.4867  -0.060
H -34.6143 28.3258 100.9280  0.081
H -36.3603 28.1116 100.5696  0.067
H -35.6810 28.6025 101.9447  0.026
H -34.9163 30.7323 101.0196  0.057
H -36.5230 30.7951 101.5932  0.169
H -36.2285 31.5193 99.5425  0.024
C -39.3134 35.3794 93.6672  -0.084
C -38.8352 35.6757 95.0847  -0.315
O -37.4254 35.5900 95.0951  -0.074
H -40.3367 35.5133 93.6344  0.040
H -38.7424 34.4010 93.3845  0.114
H -38.9810 36.1327 92.9729  0.060
H -39.2683 34.9126 95.7443  0.120
H -39.1816 36.5564 95.1254  0.032
H -37.0511 35.6209 96.0068  0.063

The value obtained for the molar mass is 450.3 g mol⁻¹. The total energy is -1642.357018 hartree. For the energy above the lowest of the compared OMol25 structures with the same formula, charge and spin, the calculation gives 40.4 kcal per mole. As for the total charge: -1.